*a*
This record from OMol25 describes 3 unconnected molecules or ions with the total composition C2H12NO2. The level of theory is ωB97M-V/def2-TZVPD.

```
! wB97M-V def2-TZVPD RIJCOSX def2/J DEFGRID3
* xyz 1 1
C 0.818 0.112 -1.600
C 0.063 0.600 -0.199
N -0.906 -0.450 0.332
H 0.277 0.454 -2.505
H 1.771 0.469 -1.646
H 0.855 -0.984 -1.543
H 0.737 0.892 0.610
H -0.716 1.404 -0.420
H -1.127 -0.329 1.339
H -0.695 -1.534 0.347
H -1.811 -0.462 -0.259
H -1.566 -3.617 -0.229
H -0.520 -3.674 1.009
O -1.205 -3.146 0.561
H 1.925 3.201 1.905
H 0.822 3.965 1.103
O 1.279 3.099 1.196
*
```

Calculated values
Kohn-Sham gap: 11.5 eV
HOMO: -14.7878 eV



*b*
This record from OMol25 describes 3 unconnected molecules or ions with the total composition C2H12NO2. The level of theory is ωB97M-V/def2-TZVPD.

```
! wB97M-V def2-TZVPD RIJCOSX def2/J DEFGRID3
* xyz 1 1
C -0.609 -1.144 1.462
N 0.219 -0.501 0.388
C -0.335 0.867 -0.023
H -0.319 -2.189 1.542
H -0.507 -0.527 2.355
H -1.656 -1.002 1.198
H 0.101 -1.104 -0.425
H 1.207 -0.391 0.711
H -1.301 0.766 -0.495
H 0.310 1.070 -0.868
H -0.282 1.417 0.907
H -2.528 0.935 -2.934
H -2.593 -0.481 -2.448
O -1.989 0.262 -2.535
H 3.219 0.413 1.717
H 3.381 0.821 0.397
O 2.668 0.437 0.929
*
```

Calculated values
Kohn-Sham gap: 12.2 eV
HOMO: -15.2575 eV



If you had to bet on the most stable structure above, which would it be? Bet on *b*.